C63H53Cl5CoN5O3PS2 as an isolated structure. Source: OMol25; level of theory: wB97M-V/def2-TZVPD.

Each line ends with the Mulliken charge.
Positions of all 133 atoms, in Å:
Co (0.09, -0.03, -0.25)  0.970
C (-0.10, 2.94, -3.14)  -0.927
C (1.16, 3.10, -2.31)  0.178
C (2.26, 2.15, -2.77)  -1.400
C (0.85, 3.02, -0.80)  0.833
C (1.60, 4.10, -0.02)  -0.905
O (1.95, 3.47, 1.21)  -0.508
C (1.74, 2.15, 1.08)  0.382
N (1.19, 1.78, -0.02)  0.986
C (2.29, 1.40, 2.24)  -0.099
C (3.16, 2.11, 3.06)  -0.661
C (3.78, 1.54, 4.16)  -1.058
C (3.52, 0.21, 4.48)  -0.762
C (2.64, -0.50, 3.68)  -0.882
C (2.03, 0.06, 2.57)  0.552
P (0.86, -1.05, 1.71)  2.784
C (-0.28, -1.53, 3.09)  0.901
C (-0.24, -2.79, 3.69)  -1.253
C (-1.11, -3.10, 4.72)  -0.808
C (-2.03, -2.17, 5.17)  -0.794
C (-2.06, -0.91, 4.60)  -0.728
C (-1.18, -0.59, 3.57)  -0.737
C (1.81, -2.58, 1.45)  0.611
C (3.20, -2.61, 1.45)  -1.107
C (3.88, -3.79, 1.18)  -0.728
C (3.18, -4.95, 0.89)  -0.925
C (1.79, -4.93, 0.89)  -1.014
C (1.11, -3.76, 1.17)  -0.781
H (0.14, 2.99, -4.21)  0.664
H (-0.82, 3.74, -2.92)  0.139
H (-0.59, 1.99, -2.95)  -0.034
H (1.52, 4.13, -2.47)  0.549
H (1.92, 1.11, -2.67)  -0.032
H (3.18, 2.27, -2.20)  0.306
H (2.48, 2.33, -3.82)  0.599
H (-0.22, 3.19, -0.69)  -0.993
H (1.00, 4.98, 0.19)  0.299
H (2.52, 4.40, -0.53)  0.433
H (3.37, 3.15, 2.83)  0.575
H (4.44, 2.13, 4.78)  0.423
H (3.98, -0.25, 5.33)  0.480
H (2.42, -1.53, 3.94)  0.478
H (0.48, -3.53, 3.38)  0.519
H (-1.07, -4.09, 5.17)  0.479
H (-2.72, -2.43, 5.97)  0.431
H (-2.76, -0.16, 4.96)  0.519
H (-1.18, 0.41, 3.17)  0.962
H (3.77, -1.71, 1.66)  0.448
H (4.96, -3.79, 1.18)  0.474
H (3.71, -5.87, 0.69)  0.437
H (1.23, -5.83, 0.66)  0.456
H (0.03, -3.74, 1.16)  0.844
S (-1.89, -1.52, 0.49)  -0.083
C (-2.69, -1.85, -0.95)  -0.792
N (-3.64, -2.77, -1.01)  0.467
C (-4.28, -3.08, -2.29)  -0.741
C (-4.42, -1.83, -3.10)  -0.728
N (-3.08, -1.23, -3.26)  0.069
C (-2.71, -0.78, -4.61)  -0.674
C (-3.77, 0.16, -5.16)  0.018
C (-4.00, 1.37, -4.51)  0.597
C (-4.98, 2.23, -4.97)  -0.714
C (-5.73, 1.90, -6.10)  -0.574
C (-5.49, 0.70, -6.75)  -0.723
C (-4.52, -0.18, -6.28)  -0.447
C (-2.30, -1.15, -2.20)  -0.032
S (-0.95, -0.19, -2.27)  -0.495
C (-4.17, -3.46, 0.17)  -1.453
C (-5.51, -2.92, 0.62)  0.465
C (-6.59, -3.78, 0.73)  -0.455
C (-7.84, -3.30, 1.14)  -0.663
C (-7.99, -1.96, 1.44)  -0.538
C (-6.90, -1.10, 1.35)  -0.735
C (-5.67, -1.57, 0.94)  0.299
H (-5.26, -3.52, -2.09)  0.581
H (-3.67, -3.81, -2.83)  0.255
H (-5.07, -1.13, -2.58)  0.089
H (-4.84, -2.04, -4.08)  0.721
H (-2.59, -1.65, -5.25)  0.451
H (-1.76, -0.26, -4.55)  0.379
H (-3.41, 1.62, -3.63)  0.256
H (-5.16, 3.17, -4.46)  0.355
H (-6.49, 2.57, -6.46)  0.430
H (-6.07, 0.43, -7.63)  0.386
H (-4.34, -1.12, -6.80)  0.444
H (-3.44, -3.38, 0.97)  0.404
H (-4.28, -4.51, -0.10)  0.556
H (-6.47, -4.84, 0.51)  0.404
H (-8.67, -3.98, 1.22)  0.387
H (-8.96, -1.58, 1.74)  0.428
H (-7.02, -0.05, 1.61)  0.478
H (-4.82, -0.89, 0.87)  0.449
Cl (-0.26, -3.29, -1.67)  -0.218
C (1.26, -2.47, -1.82)  1.778
C (1.57, -1.25, -1.15)  -1.852
C (2.95, -0.94, -1.25)  1.900
Cl (3.74, 0.24, -0.28)  -0.204
C (3.86, -1.65, -2.05)  -0.025
Cl (5.51, -1.17, -2.17)  -0.167
C (3.47, -2.77, -2.76)  0.067
Cl (4.57, -3.62, -3.75)  -0.183
C (2.17, -3.20, -2.60)  -0.055
Cl (1.71, -4.68, -3.37)  -0.184
O (-0.51, 2.03, 2.47)  -0.694
C (-1.33, 2.17, 1.58)  -2.288
N (-2.26, 3.16, 1.59)  0.577
C (-3.14, 3.12, 0.47)  1.727
C (-2.60, 1.83, -0.22)  -1.417
O (-3.15, 1.41, -1.22)  0.359
N (-1.47, 1.36, 0.43)  1.624
C (-2.92, 4.32, -0.48)  0.361
C (-3.46, 4.33, -1.77)  0.853
C (-3.28, 5.43, -2.60)  -0.774
C (-2.57, 6.54, -2.16)  -0.793
C (-2.03, 6.53, -0.89)  -0.843
C (-2.21, 5.43, -0.05)  -0.591
C (-4.62, 3.07, 0.86)  -0.106
C (-5.59, 2.59, -0.02)  0.476
C (-6.94, 2.74, 0.26)  -1.152
C (-7.35, 3.34, 1.44)  -0.623
C (-6.40, 3.77, 2.35)  -0.938
C (-5.04, 3.65, 2.05)  -0.476
H (-2.32, 3.80, 2.36)  0.437
H (-4.01, 3.48, -2.13)  -0.205
H (-3.70, 5.42, -3.60)  0.420
H (-2.43, 7.39, -2.81)  0.422
H (-1.47, 7.39, -0.53)  0.465
H (-1.78, 5.45, 0.94)  0.352
H (-5.28, 2.09, -0.93)  0.247
H (-7.67, 2.39, -0.46)  0.467
H (-8.40, 3.46, 1.66)  0.423
H (-6.70, 4.23, 3.28)  0.442
H (-4.33, 4.03, 2.77)  0.296

The value obtained for the total energy is -7753.35806 a.u. The charge is +1. As for the HOMO energy (spin up / spin down): -10.703 / -10.687 eV.

C63H59AsN4O3PRhS as an isolated structure. Source: OMol25; level of theory: wB97M-V/def2-TZVPD.

Each line ends with the Mulliken charge.
Positions of all 133 atoms, in Å:
Rh (-1.57, -1.55, 0.52)  -1.117
N (-2.99, -2.99, 4.18)  0.120
C (-2.40, -2.40, 5.27)  -0.115
C (-2.60, -2.92, 6.55)  -0.894
C (-2.04, -2.30, 7.64)  -0.633
C (-1.27, -1.14, 7.49)  -0.838
C (-1.06, -0.61, 6.24)  -0.760
C (-1.61, -1.24, 5.13)  0.913
S (-1.38, -0.54, 3.56)  0.713
N (-1.87, -1.69, 2.50)  0.957
C (-2.75, -2.69, 2.86)  0.113
C (-3.33, -3.43, 1.81)  0.491
C (-4.26, -4.49, 1.95)  -1.368
C (-4.70, -5.15, 0.83)  -0.385
C (-4.24, -4.77, -0.44)  -1.152
C (-3.34, -3.73, -0.52)  -0.115
N (-2.89, -3.09, 0.56)  0.328
H (-3.60, -3.76, 4.36)  0.112
H (-3.18, -3.82, 6.68)  0.471
H (-2.19, -2.72, 8.63)  0.437
H (-0.84, -0.65, 8.36)  0.456
H (-0.46, 0.28, 6.10)  0.538
H (-4.62, -4.78, 2.93)  0.436
H (-5.41, -5.96, 0.93)  0.474
H (-4.58, -5.27, -1.33)  0.476
H (-2.94, -3.41, -1.47)  0.641
C (1.63, -1.99, -0.71)  -0.698
C (3.13, -1.70, -0.78)  -1.088
As (4.27, -2.91, 0.32)  0.196
C (5.10, -3.94, -1.13)  0.365
C (5.86, -3.31, -2.11)  -0.249
C (6.46, -4.06, -3.12)  -0.662
C (6.29, -5.44, -3.14)  -0.444
C (5.53, -6.07, -2.17)  -0.553
C (4.94, -5.32, -1.16)  -0.539
C (5.77, -1.72, 0.68)  0.387
C (6.78, -2.24, 1.49)  -0.710
C (7.92, -1.51, 1.78)  -0.696
C (8.07, -0.23, 1.25)  -0.465
C (7.07, 0.30, 0.45)  -0.747
C (5.93, -0.44, 0.16)  0.139
P (0.71, -1.12, 0.63)  1.058
C (1.06, 0.65, 0.44)  1.329
C (0.92, 1.48, 1.55)  -0.938
C (1.00, 2.85, 1.41)  -0.929
C (1.22, 3.41, 0.16)  -1.032
C (1.39, 2.59, -0.94)  -0.889
C (1.30, 1.21, -0.81)  -0.516
C (1.53, -1.62, 2.17)  1.988
C (1.07, -2.76, 2.83)  -1.120
C (1.70, -3.21, 3.98)  -0.820
C (2.81, -2.52, 4.47)  -0.888
C (3.27, -1.40, 3.81)  -0.845
C (2.64, -0.94, 2.66)  -0.434
H (1.43, -3.06, -0.59)  0.779
H (1.12, -1.70, -1.64)  0.180
H (3.32, -0.67, -0.50)  0.018
H (3.46, -1.83, -1.81)  0.980
H (6.01, -2.24, -2.09)  0.385
H (7.05, -3.56, -3.87)  0.390
H (6.77, -6.02, -3.92)  0.391
H (5.41, -7.14, -2.19)  0.393
H (4.35, -5.81, -0.40)  0.351
H (6.66, -3.24, 1.90)  0.400
H (8.69, -1.93, 2.40)  0.428
H (8.95, 0.35, 1.47)  0.400
H (7.19, 1.29, 0.03)  0.414
H (5.18, 0.00, -0.48)  0.440
H (0.74, 1.05, 2.53)  0.667
H (0.88, 3.49, 2.28)  0.572
H (1.25, 4.49, 0.05)  0.470
H (1.57, 3.02, -1.92)  0.574
H (1.40, 0.59, -1.69)  0.260
H (0.21, -3.30, 2.43)  0.311
H (1.34, -4.09, 4.48)  0.520
H (3.30, -2.87, 5.36)  0.500
H (4.15, -0.88, 4.17)  0.557
H (3.00, -0.04, 2.17)  0.500
C (-6.46, 5.80, 1.12)  -1.500
C (-5.60, 4.57, 1.07)  0.683
C (-5.86, 3.54, 0.18)  -1.021
C (-5.10, 2.37, 0.16)  1.190
C (-5.47, 1.32, -0.85)  -1.696
C (-4.01, 2.25, 1.06)  0.018
C (-3.18, 1.07, 1.09)  1.369
O (-3.46, -0.05, 0.68)  -0.528
C (-3.71, 3.32, 1.93)  0.769
C (-2.60, 3.29, 2.96)  -1.162
C (-4.51, 4.44, 1.93)  -0.935
H (-7.11, 5.87, 0.25)  0.384
H (-5.85, 6.70, 1.18)  0.390
H (-7.08, 5.77, 2.01)  0.320
H (-6.69, 3.62, -0.51)  0.420
H (-5.80, 1.80, -1.78)  0.481
H (-6.30, 0.72, -0.47)  0.368
H (-4.66, 0.64, -1.07)  0.026
H (-2.17, 1.24, 1.50)  -0.664
H (-1.75, 2.66, 2.68)  -0.150
H (-2.98, 2.92, 3.91)  0.317
H (-2.23, 4.30, 3.12)  0.505
H (-4.29, 5.24, 2.63)  0.477
C (1.70, 5.37, -5.61)  -1.573
C (0.52, 5.05, -4.73)  0.969
C (-0.20, 6.09, -4.16)  -0.911
C (-1.27, 5.84, -3.30)  -1.062
C (-1.62, 4.53, -3.03)  -1.252
C (-0.95, 3.47, -3.64)  -0.168
N (-1.38, 2.19, -3.26)  0.305
C (-1.51, 1.04, -4.00)  -0.057
C (-1.69, 1.12, -5.39)  -0.718
C (-1.85, -0.01, -6.15)  -0.604
C (-1.83, -1.27, -5.57)  -1.088
C (-1.68, -1.39, -4.21)  -0.817
C (-1.54, -0.26, -3.39)  1.164
C (-1.45, -0.48, -1.93)  1.315
O (-1.46, 0.44, -1.08)  0.304
O (-1.39, -1.70, -1.50)  -0.909
C (0.15, 3.72, -4.47)  1.858
C (1.01, 2.61, -5.03)  -1.993
H (1.81, 6.44, -5.72)  0.414
H (1.57, 4.93, -6.60)  0.331
H (2.62, 4.97, -5.18)  0.339
H (0.08, 7.11, -4.38)  0.392
H (-1.82, 6.66, -2.87)  0.438
H (-2.46, 4.31, -2.38)  0.769
H (-1.57, 2.05, -2.28)  -0.177
H (-1.74, 2.11, -5.84)  0.648
H (-2.00, 0.09, -7.22)  0.444
H (-1.96, -2.15, -6.18)  0.446
H (-1.65, -2.36, -3.74)  0.427
H (0.82, 2.46, -6.10)  0.456
H (0.85, 1.66, -4.53)  0.285
H (2.07, 2.87, -4.94)  0.579

The value obtained for the total energy is -5966.22268 a.u. The charge is +2. The spin multiplicity is 5. As for the HOMO energy (spin up / spin down): -11.251 / -11.233 eV.

Q: Look up the charge of the second one.
A: +2